28
Properties=species:S:1:pos:R:3 method="wB97M-V/def2-TZVPD" e_homo_ev="-9.3 / -9.3" total_charge=0 s2=0.75 relative_energy_kj_mol=73.4 gap_ev="10.2 / 7.6" spin_multiplicity=2
C 3.605 -2.182 0.312
O 2.686 -1.833 -0.677
H 4.221 -1.317 0.615
H 3.096 -2.587 1.204
H 4.257 -2.963 -0.109
C -1.382 -0.921 -2.299
O -0.374 -1.290 -1.396
C 0.746 -0.446 -1.441
C 1.650 -0.703 -0.258
H -1.758 0.094 -2.080
H -1.015 -0.946 -3.340
H -2.207 -1.636 -2.192
H 0.460 0.622 -1.437
H 1.278 -0.572 -2.403
H 1.133 -1.281 0.530
H 2.312 0.177 -0.155
O 0.146 0.721 1.303
C -0.971 0.288 1.936
C -1.997 1.459 2.089
O -2.632 1.780 0.896
C -1.852 2.517 -0.012
H -0.741 -0.009 2.979
H -1.474 -0.538 1.401
H -2.767 1.108 2.788
H -1.474 2.328 2.522
H -2.471 2.719 -0.894
H -1.517 3.469 0.432
H -0.959 1.941 -0.314


17
Properties=species:S:1:pos:R:3 method="wB97M-V/def2-TZVPD" e_homo_ev=-5.0 total_charge=-1 relative_energy_kj_mol=33.4 gap_ev=8.9 spin_multiplicity=1
O 1.174 -2.084 0.568
C 0.300 -1.244 0.302
O -0.955 -1.404 0.228
C 0.873 0.157 -0.157
C 0.029 1.413 -0.035
C 0.222 2.459 -1.132
O -1.355 1.066 -0.168
H 1.840 0.231 0.340
H 1.146 -0.037 -1.208
H 0.140 1.845 0.970
H 1.219 2.888 -1.125
H -0.504 3.252 -0.930
H -0.114 1.990 -2.039
H -1.452 0.125 0.079
H -0.874 -3.284 2.153
H -0.683 -3.429 0.689
O -1.007 -3.945 1.465


87
Properties=species:S:1:pos:R:3 method="wB97M-V/def2-TZVPD" e_homo_ev=-1.8 total_charge=-1 gap_ev=3.6 spin_multiplicity=1
C 3.531 -2.488 -0.418
C 2.263 -2.063 0.341
C 2.392 -0.669 0.984
C 1.248 0.325 0.707
C 0.697 0.340 -0.710
C 0.100 1.709 -1.091
C -1.391 1.581 -1.361
N -2.064 1.285 -0.138
C -3.435 0.982 -0.354
C -3.896 -0.125 0.601
C -5.329 -0.610 0.294
S -5.426 -2.265 -0.421
C -4.560 -3.312 0.645
S -4.245 -3.011 2.208
N -4.209 -4.521 0.017
C -3.759 -5.649 0.664
C -3.568 -6.586 -0.314
N -3.884 -6.075 -1.548
C -4.260 -4.843 -1.328
H 4.087 -3.253 0.122
H 4.224 -1.670 -0.569
H 3.333 -2.911 -1.402
H 2.145 -2.775 1.156
H 1.373 -2.151 -0.271
H 3.336 -0.189 0.731
H 2.410 -0.806 2.067
H 1.659 1.312 0.896
H 0.453 0.193 1.438
H -0.146 -0.352 -0.729
H 1.439 0.003 -1.434
H 0.600 2.128 -1.966
H 0.161 2.384 -0.239
H -1.567 0.817 -2.156
H -1.755 2.548 -1.794
H -3.612 0.609 -1.384
H -4.103 1.853 -0.157
H -3.167 -0.924 0.524
H -3.867 0.226 1.629
H -5.780 0.052 -0.442
H -5.957 -0.596 1.181
H -3.597 -5.746 1.716
H -3.225 -7.590 -0.151
H -4.580 -4.125 -2.056
C 2.659 5.932 -0.704
C 4.163 5.898 -0.887
O 4.578 4.752 -0.137
S 3.438 3.616 -0.212
O 3.774 2.687 -1.223
O 3.160 3.219 1.120
O 2.267 4.559 -0.751
H 2.381 6.344 0.268
H 2.151 6.480 -1.493
H 4.655 6.786 -0.499
H 4.438 5.750 -1.933
C 2.468 1.193 4.120
C 1.694 2.346 4.715
O 1.547 1.989 6.103
S 2.832 1.178 6.588
O 3.733 2.062 7.239
O 2.396 -0.013 7.224
O 3.419 0.839 5.147
H 1.822 0.336 3.930
H 2.989 1.466 3.207
H 0.717 2.474 4.258
H 2.254 3.281 4.657
C 9.278 -0.543 -0.586
C 8.213 -0.790 0.464
O 7.016 -0.281 -0.130
S 7.052 -0.510 -1.714
O 6.349 -1.697 -2.029
O 6.778 0.722 -2.351
O 8.625 -0.825 -1.828
H 9.604 0.499 -0.590
H 10.139 -1.196 -0.471
H 8.408 -0.266 1.396
H 8.081 -1.856 0.662
C -8.671 -1.960 -3.283
C -9.840 -1.231 -3.913
O -9.642 0.136 -3.538
S -8.069 0.455 -3.457
O -7.656 1.054 -4.673
O -7.806 1.050 -2.201
O -7.565 -1.067 -3.449
H -8.825 -2.130 -2.216
H -8.452 -2.904 -3.775
H -10.801 -1.575 -3.542
H -9.818 -1.301 -5.003


19
Properties=species:S:1:pos:R:3 method="wB97M-V/def2-TZVPD" e_homo_ev=-4.0 total_charge=-1 relative_energy_kj_mol=257.2 gap_ev=7.7 spin_multiplicity=1
C -1.518 1.183 0.981
C -1.467 2.047 -0.298
O -0.832 1.722 -1.340
O -2.085 3.043 0.030
H -1.074 1.708 1.776
H -0.985 0.378 0.832
H -2.633 0.958 1.300
C 1.331 -0.803 -0.377
C 1.220 -1.253 1.084
C 0.358 -1.370 -1.488
O 1.332 0.661 -0.208
H 2.396 -0.899 -0.956
H 0.300 -0.845 1.554
H -0.644 -1.174 -1.299
H 0.640 -0.784 -2.397
H 0.257 -2.512 -1.463
H 0.624 1.162 -0.699
H 1.984 -0.851 1.745
H 0.796 -2.369 1.224


92
Properties=species:S:1:pos:R:3 method="wB97M-V/def2-TZVPD" e_homo_ev="-11.3 / -11.3" total_charge=+1 s2=0.76 relative_energy_kj_mol=11.1 gap_ev="8.6 / 3.1" spin_multiplicity=2
C 0.507 3.436 -2.523
O -0.502 4.008 -1.667
H 0.063 2.776 -3.268
H 1.035 4.265 -2.995
H 1.222 2.848 -1.947
H -0.120 4.440 -0.899
C -2.038 -1.049 3.518
O -2.059 -2.156 4.373
H -2.690 -0.358 4.053
H -1.072 -0.584 3.319
H -2.513 -1.233 2.554
H -2.823 -2.711 4.201
C -4.692 1.213 1.486
O -4.697 0.946 0.108
H -3.722 1.613 1.779
H -5.480 1.942 1.675
H -4.965 0.272 1.966
H -4.287 1.674 -0.364
C -0.895 0.997 0.262
O 0.180 0.525 1.097
H -0.662 0.989 -0.803
H -1.775 0.384 0.459
H -1.178 1.991 0.608
H 0.214 -0.434 1.106
C -3.208 0.089 -3.013
C -3.815 0.830 -4.159
C -4.448 -0.084 -5.268
O -3.520 -0.986 -5.803
C -3.953 -1.621 -7.001
N -4.766 1.749 -3.564
H -2.462 -0.654 -3.294
H -3.984 -0.420 -2.441
H -2.701 0.771 -2.330
H -3.074 1.467 -4.641
H -4.839 0.587 -6.033
H -5.303 -0.641 -4.886
H -3.073 -2.078 -7.452
H -4.338 -0.890 -7.712
H -4.760 -2.311 -6.755
H -5.556 1.183 -3.290
H -5.122 2.300 -4.332
C 1.113 -4.618 1.137
C 0.729 -3.244 1.778
C 1.953 -2.601 2.469
O 2.258 -3.468 3.543
C 3.278 -2.983 4.444
N 0.346 -2.253 0.754
H 1.412 -5.399 1.836
H 1.955 -4.420 0.474
H 0.239 -4.955 0.580
H -0.093 -3.586 2.407
H 1.669 -1.672 2.963
H 2.824 -2.483 1.825
H 4.194 -2.930 3.856
H 3.348 -3.688 5.273
H 3.090 -1.985 4.840
H 1.074 -2.228 0.054
H -0.380 -2.690 0.204
C 0.470 -1.496 -3.037
C 1.972 -1.459 -2.660
C 2.529 -0.132 -2.245
O 3.937 -0.170 -1.913
C 4.408 0.987 -1.232
N 2.254 -2.424 -1.625
H -0.176 -1.226 -2.202
H 0.139 -2.503 -3.291
H 0.247 -0.804 -3.848
H 2.467 -1.794 -3.571
H 1.961 0.213 -1.381
H 2.430 0.604 -3.044
H 4.350 1.781 -1.977
H 5.461 0.864 -0.975
H 3.760 1.245 -0.395
H 1.956 -3.292 -2.046
H 3.244 -2.485 -1.431
C 1.234 1.157 4.410
C 1.611 2.467 3.638
C 2.954 2.350 2.826
O 4.160 2.349 3.601
C 4.500 3.501 4.323
N 0.521 2.873 2.810
H 1.192 0.277 3.768
H 0.376 1.333 5.058
H 2.053 0.903 5.084
H 1.650 3.260 4.385
H 2.983 3.138 2.073
H 3.021 1.418 2.265
H 5.565 3.503 4.552
H 4.110 3.593 5.337
H 4.306 4.398 3.734
H 0.883 3.613 2.226
H 0.337 2.073 2.222


78
Properties=species:S:1:pos:R:3 method="wB97M-V/def2-TZVPD" e_homo_ev=-8.9 total_charge=0 gap_ev=9.2 spin_multiplicity=1 smiles=CCOCCCCC[C@]1(C[C@H](C)O)C[C@@H](COCCOCCOCC)[C@@H]([C@@H](I)[C@@H](C)I)O1
C 6.464 3.235 -0.748
C 5.731 2.277 0.189
O 5.200 1.140 -0.459
C 6.177 0.293 -1.034
C 5.737 -1.191 -0.971
C 4.400 -1.439 -0.266
C 3.166 -1.248 -1.173
C 2.092 -2.340 -1.069
C 1.006 -2.050 -0.034
C 1.500 -1.629 1.347
C 2.127 -2.732 2.233
C 3.268 -2.195 3.111
O 2.518 -3.885 1.486
C -0.047 -3.193 0.029
C -1.384 -2.462 -0.222
C -1.959 -1.867 1.078
O -3.373 -1.985 1.092
C -4.069 -0.971 1.796
C -4.140 0.325 1.015
O -4.866 1.268 1.762
C -4.713 2.581 1.238
C -5.833 3.462 1.787
O -6.723 3.968 0.816
C -6.146 4.754 -0.211
C -5.243 5.883 0.262
C -0.867 -1.411 -1.214
C -1.863 -0.348 -1.689
I -1.056 1.640 -1.445
C -2.298 -0.520 -3.160
C -2.605 -1.962 -3.553
I -4.129 0.612 -3.453
O 0.264 -0.893 -0.527
H 7.519 2.971 -0.849
H 6.426 4.250 -0.349
H 5.992 3.215 -1.732
H 6.386 1.957 1.010
H 4.865 2.781 0.625
H 7.137 0.418 -0.519
H 6.328 0.585 -2.079
H 6.521 -1.772 -0.477
H 5.673 -1.580 -1.992
H 4.323 -0.801 0.616
H 4.405 -2.475 0.097
H 2.702 -0.274 -0.985
H 3.518 -1.207 -2.209
H 1.582 -2.394 -2.035
H 2.558 -3.307 -0.875
H 0.613 -1.271 1.881
H 2.164 -0.765 1.261
H 1.341 -3.092 2.904
H 4.144 -2.845 3.060
H 3.568 -1.184 2.832
H 2.968 -2.162 4.161
H 3.469 -3.892 1.409
H -0.072 -3.741 0.968
H 0.142 -3.877 -0.802
H -2.132 -3.150 -0.622
H -1.562 -2.448 1.921
H -1.639 -0.829 1.222
H -5.079 -1.363 1.931
H -3.623 -0.804 2.782
H -3.126 0.705 0.820
H -4.625 0.139 0.047
H -4.744 2.536 0.145
H -3.728 2.962 1.539
H -5.417 4.270 2.399
H -6.437 2.840 2.450
H -5.618 4.117 -0.934
H -7.000 5.182 -0.742
H -4.789 6.347 -0.620
H -4.424 5.543 0.896
H -5.815 6.658 0.778
H -0.493 -1.970 -2.080
H -2.755 -0.356 -1.072
H -1.589 -0.045 -3.835
H -3.232 -2.440 -2.795
H -1.680 -2.539 -3.640
H -3.104 -2.007 -4.520


What did the first record say?
28
Properties=species:S:1:pos:R:3 method="wB97M-V/def2-TZVPD" e_homo_ev="-9.3 / -9.3" total_charge=0 s2=0.75 relative_energy_kj_mol=73.4 gap_ev="10.2 / 7.6" spin_multiplicity=2
C 3.605 -2.182 0.312
O 2.686 -1.833 -0.677
H 4.221 -1.317 0.615
H 3.096 -2.587 1.204
H 4.257 -2.963 -0.109
C -1.382 -0.921 -2.299
O -0.374 -1.290 -1.396
C 0.746 -0.446 -1.441
C 1.650 -0.703 -0.258
H -1.758 0.094 -2.080
H -1.015 -0.946 -3.340
H -2.207 -1.636 -2.192
H 0.460 0.622 -1.437
H 1.278 -0.572 -2.403
H 1.133 -1.281 0.530
H 2.312 0.177 -0.155
O 0.146 0.721 1.303
C -0.971 0.288 1.936
C -1.997 1.459 2.089
O -2.632 1.780 0.896
C -1.852 2.517 -0.012
H -0.741 -0.009 2.979
H -1.474 -0.538 1.401
H -2.767 1.108 2.788
H -1.474 2.328 2.522
H -2.471 2.719 -0.894
H -1.517 3.469 0.432
H -0.959 1.941 -0.314